<A>
{
  "formula": "C2H5NO2S",
  "method": "the ωB97M-V functional and the def2-TZVPD basis",
  "symbols": ["H", "C", "O", "O", "S", "H", "H", "H", "H", "N", "C"],
  "positions_angstrom": [[-0.6744, 1.1071, -1.5820], [0.2267, 0.4076, 0.1699], [-2.4112, 0.9258, 0.6937], [-1.9426, -1.3664, 0.1371], [-1.4450, -0.0293, 0.2289], [2.0296, -0.2963, -0.6018], [1.1989, -1.5459, 0.1477], [0.2982, 1.4648, 0.5367], [1.9099, -0.4370, 1.1729], [-0.5540, 0.2743, -1.1450], [1.3640, -0.5047, 0.2420]],
  "mulliken_charge": [0.27, 0.27, -0.57, -0.57, 0.89, 0.28, 0.36, 0.38, 0.34, -0.49, -1.15],
  "total_charge": 0,
  "smiles": "C[C@H]1NS1(=O)=O"
}

***

<B>
{
  "formula": "C2H5NO2S",
  "method": "the ωB97M-V functional and the def2-TZVPD basis",
  "symbols": ["O", "S", "H", "C", "H", "O", "H", "H", "N", "C", "H"],
  "positions_angstrom": [[1.3053, 2.0027, -1.6934], [0.7754, 2.1180, -0.3503], [0.5533, -1.1312, -0.5934], [0.7508, -0.6403, 0.2703], [0.4404, -1.2784, 1.1220], [1.2208, 3.1855, 0.4696], [-1.4664, 1.6766, 0.6760], [-1.2304, 0.8916, -1.0430], [0.3817, 0.7136, 0.4372], [-0.9011, 1.1906, -0.1124], [1.8543, -0.4095, 0.2234]],
  "mulliken_charge": [-0.55, 0.87, 0.40, -0.74, 0.27, -0.54, 0.27, 0.41, -0.11, -0.53, 0.25],
  "total_charge": 0,
  "smiles": "CN1CS1(=O)=O"
}

***

Which of them is most stable? Easy: <A>.

***

<A>
{
  "formula": "C2H5NO2S",
  "method": "the ωB97M-V functional and the def2-TZVPD basis",
  "symbols": ["N", "O", "C", "H", "O", "H", "S", "H", "H", "C", "H"],
  "positions_angstrom": [[-0.2066, -0.3572, -1.1251], [-0.4910, 1.0190, -1.1977], [0.2181, -0.1339, 1.5177], [-0.1793, -0.6431, 2.3555], [-0.5616, -2.1775, 0.3827], [-0.1002, 1.4455, -1.9849], [-1.2792, -1.3012, -2.1575], [1.2903, -0.0600, 1.6126], [-0.2197, 0.8048, 1.5541], [-0.1925, -1.0246, 0.3554], [-2.4566, -0.9769, -1.7314]],
  "mulliken_charge": [-0.06, -0.41, -1.01, 0.33, -0.48, 0.33, -0.12, 0.28, 0.36, 0.66, 0.12],
  "total_charge": 0,
  "smiles": "CC(=O)N(O)S"
}

***

<B>
{
  "formula": "C2H5NO2S",
  "method": "the ωB97M-V functional and the def2-TZVPD basis",
  "symbols": ["H", "O", "C", "H", "H", "N", "C", "H", "H", "S", "O"],
  "positions_angstrom": [[2.2032, -0.1372, 0.8454], [-2.2844, 0.7830, -0.8370], [1.8994, 0.1330, -0.2142], [-2.1081, 0.1087, 1.6549], [-0.1143, 0.9797, -0.8984], [-0.2273, -0.4714, 0.4903], [0.4686, 0.2793, -0.2769], [2.2713, -0.7685, -0.7466], [2.3889, 1.1628, -0.5801], [-1.9392, -0.4012, 0.3294], [-2.5580, -1.6682, 0.2331]],
  "mulliken_charge": [0.28, -0.60, -0.83, 0.20, 0.52, -0.45, 0.07, 0.26, 0.26, 0.77, -0.48],
  "total_charge": 0,
  "smiles": "C/C=N/[SH](=O)=O"
}

***

Which of them is most stable? Easy: <A>.

***

<A>
{
  "formula": "C8H11N",
  "method": "the ωB97M-V functional and the def2-TZVPD basis",
  "symbols": ["H", "C", "C", "C", "H", "H", "C", "N", "C", "H", "H", "H", "C", "H", "C", "H", "H", "H", "C", "H"],
  "positions_angstrom": [[1.2046, 1.0829, -0.9527], [0.3280, -1.2444, 0.1619], [0.5577, -0.4165, -2.0207], [0.6978, 1.1644, 2.2227], [0.5526, -1.6652, 1.3035], [1.5971, 0.8916, 1.4384], [-1.4472, 0.2591, 1.1226], [-0.6277, 0.6217, 2.1299], [-0.9298, -0.5057, -0.0971], [0.2577, -1.0056, -3.0906], [-1.8195, -1.0847, -0.2518], [0.6992, 1.7186, -2.5911], [1.1087, -1.2806, -0.9955], [-1.2522, 0.6857, 2.9381], [0.7009, 0.9934, -1.8930], [-2.5501, -0.0171, 1.6290], [1.0350, 0.9824, 3.6537], [1.9976, -1.8833, -1.2481], [-0.6766, 0.2752, -1.3557], [-1.4340, 0.4280, -2.1036]],
  "mulliken_charge": [0.06, -0.66, 0.24, -0.54, 0.26, 0.17, -0.56, -0.07, 0.87, 0.25, 0.32, 0.44, -0.64, 0.28, -0.70, 0.13, 0.16, 0.41, -0.77, 0.36],
  "total_charge": 0
}

***

<B>
{
  "formula": "C8H11N",
  "method": "the ωB97M-V functional and the def2-TZVPD basis",
  "symbols": ["H", "H", "H", "H", "H", "C", "C", "N", "C", "C", "C", "H", "H", "C", "H", "H", "C", "C", "H", "H"],
  "positions_angstrom": [[-2.0802, -2.0959, -0.1282], [0.2725, 2.2328, -0.1618], [2.1365, -0.5440, 1.1495], [1.1554, -2.3306, -0.2639], [1.8027, 1.2862, 1.6542], [-1.7152, -1.0799, 0.0753], [-0.3753, 1.4190, 0.0361], [0.1593, -2.3736, -0.0949], [0.4969, 0.1573, 0.0799], [1.4143, 0.2237, 1.3514], [-1.7288, 1.4214, 0.0682], [-3.4928, 0.2843, -0.1619], [-2.2724, 2.2543, -0.0638], [-0.2925, -1.1812, 0.0948], [2.2563, -0.4401, -1.0537], [0.9077, -0.4448, -1.9555], [1.3750, 0.0337, -1.1983], [-2.4081, 0.1021, 0.0487], [1.6811, 1.1093, -1.6137], [0.7076, -0.0340, 2.1376]],
  "mulliken_charge": [0.40, 0.36, 0.35, 0.25, 0.31, -0.48, -0.85, -0.82, 1.66, -1.30, -0.63, 0.27, 0.53, 0.41, 0.50, 0.48, -1.87, -0.27, 0.31, 0.38],
  "total_charge": 0,
  "smiles": "[H]/N=C1/C=CC=CC1(C)C"
}

***

Which of them is most stable? Easy: <B>.

***

<A>
{
  "formula": "C8H11N",
  "method": "the ωB97M-V functional and the def2-TZVPD basis",
  "symbols": ["N", "H", "H", "C", "H", "C", "H", "C", "H", "H", "H", "C", "C", "H", "H", "C", "C", "C", "H", "H"],
  "positions_angstrom": [[-2.2072, -0.3871, -0.7606], [1.9681, 1.7965, -0.4286], [1.8258, -0.3398, -1.9862], [1.1777, -1.5834, -0.3879], [3.0030, -0.7071, -0.6838], [0.0598, 1.1248, -0.1670], [-0.2417, 1.5688, -1.1818], [-0.7567, 0.9639, 1.1286], [1.8540, 0.7096, 0.9521], [-3.1899, -0.8328, 1.0046], [-4.1472, -0.9972, -0.7272], [1.5552, 0.8181, -0.0606], [-0.0383, -1.4080, 0.1932], [-0.1394, 0.8755, 2.0524], [1.7441, -2.4446, -0.3427], [1.9417, -0.3587, -0.8735], [-3.1729, -0.8452, -0.0927], [-0.6983, -0.1505, 0.1863], [-0.7420, -1.9970, 0.6637], [-1.4539, 1.7194, 1.2412]],
  "mulliken_charge": [-0.46, 0.30, 0.29, -0.67, 0.34, -0.22, 0.31, -0.78, 0.31, 0.27, 0.25, -0.88, -0.60, 0.20, 0.47, -0.46, -0.32, 0.78, 0.49, 0.39],
  "total_charge": 0,
  "smiles": "C=N[C@@]12C=CCC[C@@H]1C2"
}

***

<B>
{
  "formula": "C8H11N",
  "method": "the ωB97M-V functional and the def2-TZVPD basis",
  "symbols": ["C", "H", "C", "H", "C", "H", "H", "C", "H", "H", "N", "C", "C", "C", "H", "H", "C", "H", "H", "H"],
  "positions_angstrom": [[0.8418, -1.0950, -1.6710], [1.0069, 0.7034, 0.7739], [-0.6294, -1.4449, 0.4477], [-1.4183, 0.9723, 3.0837], [0.1624, -1.8474, -0.5230], [-1.2007, -2.1174, 1.0566], [0.5003, 2.4223, -1.3990], [-0.5651, 1.1486, 2.5086], [0.4179, -2.9005, -0.5935], [0.2175, 0.3383, 2.6877], [-1.0082, 1.2140, 1.1060], [0.0989, 0.9425, 0.2357], [0.4099, 1.3685, -1.1277], [0.7067, 0.3948, -2.0244], [0.5867, -1.6730, -2.6452], [0.9665, 0.6969, -3.0837], [-1.0349, -0.0136, 0.3084], [-0.1712, 2.0986, 2.8195], [-1.8233, 0.0135, -0.4138], [1.9356, -1.2219, -1.5466]],
  "mulliken_charge": [-0.51, 0.33, -0.60, 0.34, -0.29, 0.38, 0.36, -0.86, 0.35, 0.31, -0.41, 0.11, -0.77, -0.37, 0.31, 0.32, 0.03, 0.31, 0.38, 0.27],
  "total_charge": 0,
  "smiles": "CN1[C@@H]2C=CCC=C[C@H]21"
}

***

Which of them is most stable? Easy: <B>.

***

<A>
{
  "formula": "C2H5B",
  "method": "the ωB97M-V functional and the def2-TZVPD basis",
  "symbols": ["H", "B", "H", "H", "H", "C", "H", "C"],
  "positions_angstrom": [[-1.4568, 0.8369, -0.7801], [0.7803, 0.6269, -0.0933], [0.3518, -1.3781, -0.8050], [0.0121, -1.3635, 0.9530], [1.9751, 1.0444, -0.1788], [-0.7390, 0.4246, -0.0262], [-1.1379, 0.5842, 0.9155], [0.2144, -0.7754, 0.0149]],
  "mulliken_charge": [0.24, 0.13, 0.29, 0.23, -0.04, -0.50, 0.28, -0.64],
  "total_charge": 0,
  "smiles": "B1CC1"
}

***

<B>
{
  "formula": "C2H5B",
  "method": "the ωB97M-V functional and the def2-TZVPD basis",
  "symbols": ["H", "H", "H", "C", "B", "H", "C", "H"],
  "positions_angstrom": [[-1.0444, -0.9151, 0.8801], [-0.4784, 1.3197, 0.9009], [2.2625, -0.8330, 0.2945], [-0.5079, -0.5718, -0.0363], [0.9762, -0.1358, -0.1443], [-0.3594, 1.4130, -0.9007], [-0.1269, 0.8924, -0.0365], [-0.7217, -1.1693, -0.9577]],
  "mulliken_charge": [0.23, 0.28, -0.03, -0.50, 0.12, 0.29, -0.58, 0.20],
  "total_charge": 0
}

***

Which of them is most stable? Easy: <A>.

***

<A>
{
  "formula": "C2H11NO4",
  "method": "the ωB97M-V functional and the def2-TZVPD basis",
  "symbols": ["H", "H", "C", "O", "H", "H", "H", "H", "O", "H", "H", "H", "H", "C", "H", "N", "O", "O"],
  "positions_angstrom": [[1.9199, 0.1030, -1.6395], [-1.2863, -0.6116, 2.6518], [-1.3604, 1.1028, -1.0408], [-1.6624, 0.6337, 1.2694], [-1.2606, -1.9563, 3.5104], [1.2919, 0.4895, 0.3780], [0.1475, -1.1164, -0.7177], [-0.1981, -1.3191, 0.9413], [2.1865, 0.7525, 0.0680], [2.6698, 1.2264, 0.7446], [-0.8493, 0.5951, -1.8662], [-0.8633, 2.0751, -1.0508], [2.2845, -0.8313, -2.8792], [-1.0931, 0.2987, 0.2335], [-2.4299, 1.2349, -1.1835], [-0.2344, -0.7115, 0.1260], [1.5860, -0.4901, -2.3275], [-0.8483, -1.4753, 2.7822]],
  "mulliken_charge": [0.39, 0.39, -1.02, -0.73, 0.29, 0.39, 0.24, 0.21, -0.72, 0.29, 0.31, 0.26, 0.29, 0.89, 0.33, -0.49, -0.64, -0.68],
  "total_charge": 0,
  "smiles": "CC(N)=O.O.O.O"
}

***

<B>
{
  "formula": "C2H11NO4",
  "method": "the ωB97M-V functional and the def2-TZVPD basis",
  "symbols": ["H", "H", "N", "H", "O", "C", "O", "H", "H", "C", "H", "H", "H", "O", "H", "H", "H", "O"],
  "positions_angstrom": [[1.7580, 0.7405, 1.3688], [-0.9191, -2.9370, 1.3751], [1.1076, 0.1634, 0.8228], [0.6240, -3.3686, -1.6677], [0.0646, -2.6794, -1.2905], [-0.1403, 0.8690, 0.6654], [-1.3603, -2.1084, 1.1372], [-1.3815, -2.1922, 0.1655], [-1.3830, 2.3104, 1.9467], [-0.3821, 2.0583, 1.5562], [-0.9811, 0.1725, 0.6191], [-0.5374, 0.0530, -3.5304], [0.7216, -2.0129, -1.0319], [0.5503, 2.7552, 1.8933], [0.9816, -0.5581, 1.5420], [-0.2190, 1.2260, -0.3723], [0.9534, -0.1253, -3.5082], [0.2795, 0.5463, -3.6980]],
  "mulliken_charge": [0.27, 0.30, -0.59, 0.31, -0.65, -0.14, -0.63, 0.33, 0.36, -0.04, 0.19, 0.32, 0.32, -0.48, 0.27, 0.20, 0.31, -0.63],
  "total_charge": 0,
  "smiles": "NCC=O.O.O.O"
}

***

<C>
{
  "formula": "C2H11NO4",
  "method": "the ωB97M-V functional and the def2-TZVPD basis",
  "symbols": ["C", "O", "H", "H", "H", "H", "H", "H", "H", "C", "O", "N", "H", "H", "O", "O", "H", "H"],
  "positions_angstrom": [[0.0291, -0.5258, 0.3337], [2.0471, 1.1854, 0.6469], [-0.5658, -2.3533, 0.7729], [3.3619, -0.6447, -1.5379], [-2.4917, -0.4941, -2.3361], [2.5095, 0.0215, -0.3657], [2.7899, 1.6242, 1.0892], [0.2025, 1.7212, 0.4023], [-1.7217, -1.3774, 0.0055], [-0.5540, 0.8816, 0.7111], [-2.2031, -0.5345, -1.4161], [-0.9368, -1.4222, 0.7207], [-1.9950, 0.7327, -0.6178], [0.9381, -0.5152, 0.9351], [2.7845, -0.8167, -0.7944], [-1.7496, 1.2764, 0.2147], [-0.6418, 0.9904, 1.8072], [0.3242, -0.5493, -0.7222]],
  "mulliken_charge": [-0.59, -0.71, 0.30, 0.31, 0.22, 0.39, 0.20, 0.23, 0.38, -0.17, -0.83, -0.43, 0.45, 0.57, -0.67, -0.38, 0.38, 0.34],
  "total_charge": 0
}

***

<D>
{
  "formula": "C2H11NO4",
  "method": "the ωB97M-V functional and the def2-TZVPD basis",
  "symbols": ["H", "H", "H", "O", "O", "H", "H", "N", "H", "H", "C", "H", "C", "O", "H", "H", "H", "O"],
  "positions_angstrom": [[-0.1949, -1.3852, 1.3953], [-1.7599, 3.6000, -1.0731], [-1.9831, -1.5791, 1.6772], [3.3656, -1.5432, -0.0509], [-0.5729, 2.3440, 1.4650], [2.7215, -0.9884, -0.5127], [-1.2741, 2.6262, -0.0700], [-1.3638, 0.2954, 1.0157], [-1.2813, -1.4640, 0.0068], [0.6763, -0.7703, -2.6632], [-1.1953, -1.1573, 1.0476], [0.4398, 0.6370, 1.9328], [-0.4635, 1.1296, 1.5618], [-1.6664, 2.6668, -0.9521], [1.9964, -1.4602, -2.6296], [3.4029, -2.3901, -0.5333], [-2.0930, 0.6785, 0.4371], [1.2455, -1.2396, -2.0542]],
  "mulliken_charge": [0.30, 0.31, 0.27, -0.64, -0.68, 0.36, 0.37, -0.14, 0.29, 0.31, -0.79, 0.28, 0.22, -0.67, 0.31, 0.30, 0.24, -0.63],
  "total_charge": 0,
  "smiles": "CNC=O.O.O.O"
}

***

Which of them is most stable? Easy: <A>.

***

<A>
{
  "formula": "CH4N2O3",
  "method": "the ωB97M-V functional and the def2-TZVPD basis",
  "symbols": ["H", "H", "N", "H", "C", "N", "O", "O", "O", "H"],
  "positions_angstrom": [[1.6792, -0.9053, 0.9633], [0.2445, 1.4918, 0.3342], [-1.2052, 0.0552, 0.1262], [1.0005, -1.7262, -0.3837], [-0.7332, 1.2372, -0.0872], [1.1250, -0.8593, 0.0683], [-0.2476, -0.6988, 0.8313], [-2.0998, -0.5920, -0.4043], [1.5054, -0.0413, -0.8171], [-1.2688, 2.0388, -0.6310]],
  "mulliken_charge": [0.29, 0.29, 0.61, 0.30, -0.40, 0.13, -0.35, -0.65, -0.51, 0.29],
  "total_charge": 0,
  "smiles": "C=[N+]([O-])O[NH2+][O-]"
}

***

<B>
{
  "formula": "CH4N2O3",
  "method": "the ωB97M-V functional and the def2-TZVPD basis",
  "symbols": ["H", "O", "O", "H", "H", "C", "N", "O", "H", "N"],
  "positions_angstrom": [[0.6264, -1.7313, -0.2752], [0.3494, -1.3374, -1.2606], [-1.1267, 1.6302, -0.3116], [0.4486, 1.3494, 1.5273], [0.5765, -1.2144, 1.7438], [-0.5427, 0.6173, -0.1312], [0.5441, 0.6269, 0.7780], [1.3609, -0.4939, 1.3632], [-1.6724, -0.3934, -1.1409], [-0.7429, -0.6419, -0.6917]],
  "mulliken_charge": [0.42, -0.34, -0.53, 0.26, 0.36, 0.54, -0.19, -0.48, 0.29, -0.32],
  "total_charge": 0,
  "smiles": "O=C(NO)NO"
}

***

<C>
{
  "formula": "CH4N2O3",
  "method": "the ωB97M-V functional and the def2-TZVPD basis",
  "symbols": ["O", "O", "C", "H", "O", "N", "H", "N", "H", "H"],
  "positions_angstrom": [[1.4026, -1.0371, 0.1610], [-0.1359, -1.6986, -0.4079], [-0.5975, -0.6465, 0.3884], [-2.0677, 0.6066, 0.3745], [-1.5931, 0.0463, -0.2528], [0.8519, 1.1704, -0.3776], [1.8308, 1.4209, -0.4417], [0.7276, 0.0751, 0.4501], [0.4552, 1.0060, -1.3031], [-0.8739, -0.9430, 1.4090]],
  "mulliken_charge": [-0.26, -0.39, 0.26, 0.34, -0.49, -0.47, 0.25, 0.22, 0.24, 0.30],
  "total_charge": 0
}

***

Which of them is most stable? Easy: <B>.